Entry 1:
Molecular formula: C13H27F2N7O20
Method: DFT, ωB97M-V/def2-TZVPD

The total charge is 0. The value obtained for the total energy is -70715.246 eV. As for the SMILES: O=C1OC[C@@H](F)O1.O=C1OC[C@@H](F)O1.C[N+](=O)[O-].C[N+](=O)[O-].C[N+](=O)[O-].C[N+](=O)[O-].C[N+](=O)[O-].C[N+](=O)[O-].C[N+](=O)[O-]. The orbital gap comes out at 10.3 eV. As for the energy above the lowest of the compared OMol25 structures with the same formula, charge and spin: 32.53 kJ/mol.

Atoms and positions in Å:
O -14.754161 -24.577559 -14.231889
C -14.547676 -23.478682 -13.913903
O -13.322151 -22.948647 -13.677543
C -13.505939 -21.718399 -12.959763
C -14.932786 -21.305441 -13.290456
F -15.042893 -20.413517 -14.343076
O -15.513089 -22.535281 -13.707764
H -13.423150 -21.944161 -11.891040
H -12.717133 -21.034458 -13.230118
H -15.485590 -20.927513 -12.434267
O -13.445816 -14.729688 -9.396445
C -13.866733 -14.813490 -8.312491
O -15.126712 -14.462985 -7.991936
C -15.312612 -14.586572 -6.577524
C -14.000811 -15.223630 -6.107924
F -14.217853 -16.551444 -5.803127
O -13.158255 -15.117237 -7.204729
H -15.430252 -13.589830 -6.151955
H -16.183383 -15.205691 -6.403871
H -13.540475 -14.780830 -5.231666
C -14.412629 -22.372518 -8.853367
N -13.052267 -22.458192 -8.258729
O -12.979489 -22.651186 -7.068716
O -12.110895 -22.295963 -8.991810
H -14.856623 -21.407205 -8.629162
H -14.984078 -23.211909 -8.478657
H -14.310697 -22.411903 -9.930321
C -14.177258 -16.406891 -15.264123
N -13.073506 -15.943860 -16.175482
O -13.251930 -14.891745 -16.719546
O -12.097701 -16.612763 -16.299243
H -14.520148 -15.530880 -14.730653
H -13.725735 -17.174541 -14.657291
H -14.935377 -16.771065 -15.950042
C -9.640828 -17.735821 -14.788770
N -10.638032 -18.792812 -14.508627
O -10.321754 -19.916995 -14.799557
O -11.719722 -18.452403 -14.051753
H -9.552456 -17.716407 -15.862694
H -8.733558 -17.943010 -14.225951
H -10.016770 -16.829317 -14.318987
C -14.213333 -17.345587 -11.931816
N -14.119805 -18.141063 -10.657778
O -14.612505 -19.271832 -10.623462
O -13.520057 -17.649041 -9.729262
H -14.967297 -16.580728 -11.820843
H -14.437606 -18.020567 -12.742148
H -13.204906 -16.936488 -11.945928
C -11.153666 -19.347434 -9.148000
N -9.830190 -19.838442 -9.665167
O -9.739410 -20.101246 -10.859337
O -8.929056 -19.943545 -8.875643
H -10.893299 -18.332561 -8.850970
H -11.482599 -19.957215 -8.322062
H -11.801869 -19.371705 -10.007147
C -11.439700 -14.184276 -11.692821
N -11.209322 -13.895616 -13.139179
O -11.107413 -14.809827 -13.913781
O -11.043762 -12.758716 -13.433111
H -11.351045 -13.198770 -11.251648
H -10.683735 -14.851223 -11.301279
H -12.450810 -14.548978 -11.587094
C -16.293949 -13.299483 -10.947059
N -15.004450 -13.378095 -11.661291
O -14.347492 -12.374751 -11.679718
O -14.726254 -14.410746 -12.272873
H -16.823329 -12.450916 -11.364435
H -16.100057 -13.182553 -9.886940
H -16.865324 -14.205633 -11.110995

Cartesian forces (eV/Å) of the 2 atoms listed first:
-0.5 -1.8 -0.7
0.8 1.7 0.5

---

Entry 2:
Molecular formula: C20H15Cl5CuN2O4
Method: DFT, ωB97M-V/def2-TZVPD

The total charge is 0. The value obtained for the total energy is -139390.332 eV. Its spin multiplicity is 2. The orbital gap (spin up / spin down) comes out at 6.2 / 6.9 eV. As for the energy above the lowest of the compared OMol25 structures with the same formula, charge and spin: 1461.68 kJ/mol.

Atoms and positions in Å:
Cu -0.369604 0.966909 -0.902696
C -2.673128 -0.924928 -1.358655
O -1.265208 -0.870083 -1.100957
C -0.470181 -1.739957 -1.863270
C -0.998179 -2.870512 -2.457292
C -0.174384 -3.748920 -3.153421
C 1.182602 -3.486102 -3.244834
C 1.709125 -2.346755 -2.664933
C 0.902282 -1.437713 -1.967879
N 1.374603 -0.248289 -1.434731
N 2.677096 -0.066569 -1.582304
C 3.059935 1.184704 -1.236333
C 2.170844 2.149061 -0.867584
O 0.582269 2.270138 0.978126
C 2.425203 3.420285 -0.427179
C 3.692056 3.894734 -0.349372
C 4.729255 2.970636 -0.744694
C 6.074857 3.380732 -0.704748
C 7.082021 2.525501 -1.076588
C 6.786463 1.223794 -1.502609
C 5.485569 0.786300 -1.553347
C 4.436036 1.638246 -1.176632
H -2.882190 -0.656949 -2.395273
H -3.066882 -1.914648 -1.137066
H -3.132550 -0.207781 -0.687003
H -2.052545 -3.090447 -2.399197
H -0.604336 -4.626002 -3.617382
H 1.833887 -4.162415 -3.782957
H 2.759286 -2.110683 -2.746825
H -0.128646 3.851312 0.040150
H 3.949687 4.894626 -0.026232
H 6.306273 4.386335 -0.376126
H 8.110601 2.860576 -1.041947
H 7.588968 0.558424 -1.793611
H 5.242455 -0.216815 -1.875188
Cl 1.390517 -2.107954 4.302868
C 0.161563 -1.971448 3.035412
Cl 0.305765 -0.466888 2.123103
H -0.811556 -1.997045 3.510401
H 0.291081 -2.802440 2.352410
Cl 0.745644 2.899150 -0.382399
C -0.011208 3.109767 -1.864726
Cl 0.448464 2.322799 -3.327765
Cl -1.128800 4.415825 -1.988363
C -3.047121 2.670114 0.505469
O -3.643005 2.168570 -0.355847
O -2.457532 3.173767 1.362792

Cartesian forces (eV/Å) of the 2 atoms listed first:
0.2 -0.7 -0.1
0.0 0.0 0.2

---

Entry 3:
Molecular formula: C28H58I3N6O8
Method: DFT, ωB97M-V/def2-TZVPD

The total charge is -1. The value obtained for the total energy is -79598.499 eV. The orbital gap comes out at 4.2 eV.

Atoms and positions in Å:
C 2.659907 3.314985 8.579883
C 1.129589 3.131988 8.092700
C 0.679163 4.186583 6.984930
C 1.508473 3.960543 5.602408
O 2.059931 2.610103 5.563497
C 2.655312 2.451948 4.209937
C 2.165060 1.038759 3.662659
C 2.364887 -0.227006 4.617362
O 1.802589 -1.297430 4.249926
I 3.492874 -0.353679 6.465300
C 4.241488 2.540830 4.471343
I 5.469335 1.212539 3.263359
C 4.682564 4.102432 4.214905
C 6.253715 4.252685 3.886185
I 3.533921 5.054440 2.619738
H 3.083135 2.282567 8.801992
H 3.287208 3.874047 7.804221
H 2.698745 3.920108 9.544974
H 0.970273 2.036804 7.779987
H 0.449150 3.293911 9.009999
H -0.425366 4.135393 6.710781
H 0.876185 5.253455 7.372406
H 0.878347 4.179554 4.677793
H 2.334713 4.763525 5.617837
H 1.025688 1.137864 3.507126
H 2.563235 0.769802 2.617782
H 4.428998 2.370909 5.595261
H 4.514808 4.624710 5.213699
H 6.376002 4.115029 2.765949
H 6.534922 5.336914 4.144412
H 6.910538 3.567888 4.514433
C -3.827164 1.753306 7.154370
C -2.377246 2.083220 6.915331
O -1.901564 3.174983 7.199832
N -1.583310 1.127058 6.364638
C -1.940695 -0.214722 5.958197
H -4.323842 2.617017 7.596766
H -4.320755 1.517705 6.209071
H -3.913267 0.913141 7.846703
H -0.623992 1.427247 6.236425
H -1.320566 -0.919026 6.516720
H -1.724880 -0.319515 4.892809
H -2.991236 -0.433776 6.139039
C -0.722075 1.723127 -0.352348
C 0.485530 0.875291 -0.052942
O 1.498557 1.343086 0.444458
N 0.427715 -0.451662 -0.352671
C -0.667285 -1.194374 -0.939929
H -0.519751 2.752995 -0.057519
H -0.938543 1.706579 -1.422803
H -1.584078 1.364583 0.214331
H 1.275348 -0.950202 -0.121860
H -0.953775 -1.985791 -0.242916
H -0.312770 -1.647097 -1.867810
H -1.528995 -0.564223 -1.148791
C 0.846512 -4.254818 -2.768580
C 0.194685 -3.688564 -4.000941
O -0.910638 -3.159145 -3.967878
N 0.867766 -3.776777 -5.178580
C 2.169852 -4.358912 -5.430843
H 0.187522 -4.108494 -1.912621
H 1.018257 -5.326087 -2.892991
H 1.788655 -3.739198 -2.571106
H 0.364770 -3.374815 -5.956669
H 2.816387 -3.583695 -5.848478
H 2.047448 -5.156397 -6.166610
H 2.623519 -4.763000 -4.528816
C -1.278772 -7.508994 -5.157825
C -0.288195 -7.480195 -6.290762
O 0.909162 -7.666744 -6.110723
N -0.757185 -7.236558 -7.542890
C -2.123418 -6.990770 -7.958485
H -0.752376 -7.713678 -4.225432
H -1.776673 -6.540917 -5.067937
H -2.013951 -8.299897 -5.320168
H -0.033798 -7.233187 -8.247545
H -2.401908 -7.754821 -8.687773
H -2.164406 -6.011386 -8.436724
H -2.819841 -7.015824 -7.123075
C -4.152558 -3.868899 -6.756775
C -4.579442 -3.905468 -8.200049
O -3.939857 -4.509769 -9.052634
N -5.713485 -3.240349 -8.549189
C -6.602655 -2.473756 -7.702374
H -3.233805 -4.443277 -6.638465
H -3.957910 -2.840264 -6.447004
H -4.922792 -4.315655 -6.124610
H -5.932255 -3.312174 -9.532548
H -7.599974 -2.914877 -7.763241
H -6.642788 -1.451065 -8.083281
H -6.274578 -2.461580 -6.665400
C 0.997064 5.567188 -3.360552
C -0.216575 5.650403 -2.474131
O -1.354674 5.554210 -2.919303
N -0.022606 5.838137 -1.142406
C 1.229477 5.974996 -0.425510
H 0.678652 5.416516 -4.392229
H 1.566963 6.497111 -3.307223
H 1.622152 4.722108 -3.064849
H -0.883123 5.883034 -0.615727
H 1.284105 5.180998 0.322237
H 1.228334 6.942228 0.081759
H 2.092201 5.911925 -1.084931

Cartesian forces (eV/Å) of the 2 atoms listed first:
-0.6 0.0 0.0
-0.4 0.3 0.7